Entry w
ORCA calculation (ωB97M-V with the def2-TZVPD basis set) on 2 unconnected molecules or ions with the total composition C2H2N2O3S.

Geometry (Å):
C  -1.56957  1.56457  -1.01719
C  -1.67132  0.49670  -0.15738
N  -1.59586  2.60224  -1.47884
N  1.32135  0.09156  0.63465
O  1.53059  0.23238  -0.50715
O  2.37704  -0.33440  1.34298
O  -1.76669  0.55009  1.02867
S  -1.92202  -1.10936  -1.00029
H  2.17614  -0.26707  2.23834
H  -1.46747  -0.68332  -2.19469

E_HOMO   -10.594 eV
Molecular weight   134.1 g/mol
Gap between HOMO and LUMO   0.3647 Eh


Entry x
ORCA calculation (ωB97M-V with the def2-TZVPD basis set) on a molecular structure, C2H2N2O3S.

Geometry (Å):
C  0.72717  -1.45531  -0.24927
C  -0.32634  0.22309  0.14762
N  0.79462  -2.53706  -0.58902
N  0.73465  1.26301  -0.02252
O  1.22597  1.70700  0.99436
O  1.11415  1.60692  -1.10902
O  -1.18714  0.17933  -0.88623
S  -0.85276  -0.05865  1.88685
H  -0.82410  0.34578  -1.82440
H  -1.40622  -1.27410  1.65162

E_HOMO   -10.847 eV
Molecular weight   134.1 g/mol
Gap between HOMO and LUMO   0.3333 Eh


Most favorable first, least favorable last: entry w, entry x


Entry w
ORCA calculation (ωB97M-V with the def2-TZVPD basis set) on a molecular structure, C3H3BrS.

Geometry (Å):
C  1.57088  -1.85045  -0.63540
C  4.02403  -1.08879  -0.36957
C  0.03756  0.52544  -0.46031
S  1.77379  -0.24423  -0.40378
Br  4.75768  -2.40974  0.56920
H  -0.44516  0.36848  0.45252
H  -0.64062  0.11921  -1.18577
H  0.06481  1.53738  -0.70259

E_HOMO (spin up / spin down)   -7.874 / -9.814 eV
Spin multiplicity   3
Molecular weight   151.0 g/mol
Gap between HOMO and LUMO (spin up / spin down)   0.2667 / 0.3051 Eh


Entry x
ORCA calculation (ωB97M-V with the def2-TZVPD basis set) on C3H3BrS in the gas phase.

Geometry (Å):
C  0.06085  0.61623  0.23959
C  0.43991  0.22218  -1.28064
C  -0.72910  -0.04830  1.09300
S  -0.93983  0.33708  2.77777
Br  1.43135  1.45055  -2.28816
H  0.67098  1.50199  0.40829
H  0.06951  -0.67288  -1.83161
H  -1.16524  -0.97654  0.78650

E_HOMO (spin up / spin down)   -7.709 / -8.997 eV
Spin multiplicity   3
Molecular weight   151.0 g/mol
Gap between HOMO and LUMO (spin up / spin down)   0.3142 / 0.2352 Eh


Most favorable first, least favorable last: entry x, entry w